Entry 1:
The following is a DFT calculation (the ωB97M-V functional and the def2-TZVPD basis) of C13H28F2GeO3Ta as an isolated structure.

The value obtained for the LUMO energy (alpha / beta) is -14.612 / -16.725 eV. The expectation value of S² is 0.753. The total charge is +4. The value obtained for the molar mass is 523.92 g/mol. Its gap between HOMO and LUMO (alpha / beta) is 0.333 / 0.255 Ha. As for the strongest force on any atom: 0.01908 Eh/bohr. The calculated total energy is -3069.83256 Ha. The multiplicity is 2.

CARTESIAN COORDINATES (ANGSTROEM)
Ta -0.1098 -0.6672 0.9156
C 4.1608 0.0958 -3.9537
C 2.8396 -0.0091 -4.5580
C 2.1509 1.1920 -5.0064
C 2.3238 -1.3208 -4.9282
O 0.7345 -0.1182 -0.4635
Ge -1.2550 2.2317 1.2624
O -0.3177 0.9734 2.2321
C 1.0190 1.0531 3.1225
C 1.7076 2.3366 2.7462
C 0.5572 0.9643 4.5503
C 1.7195 -0.2106 2.6369
O -2.0107 0.1713 0.5932
C -3.3657 -0.0513 0.5979
C -4.1628 1.1467 1.0173
C -3.7821 -1.3825 1.6626
C -3.8485 -0.7851 -0.6915
H 4.8584 -0.1304 -4.7830
H 4.3542 -0.6936 -3.2270
H 4.4090 1.0865 -3.5846
H 2.5971 1.3815 -6.0037
H 2.3918 2.0774 -4.4216
H 1.0866 1.0573 -5.1814
H 2.7078 -1.4707 -5.9562
H 1.2406 -1.3526 -5.0224
H 2.7310 -2.1384 -4.3382
H 1.1159 3.2042 3.0502
H 1.9565 2.3859 1.6823
H 2.6486 2.4106 3.2979
H 0.0517 1.8773 4.8637
H 1.4384 0.8490 5.1880
H -0.0876 0.1023 4.7236
H 2.0250 -0.1722 1.5649
H 1.2389 -1.1519 2.9669
H 2.7184 -0.2913 3.0832
H -3.9018 1.4800 2.0298
H -5.2326 0.9358 1.0260
H -4.0140 1.9633 0.2991
H -3.3484 -0.9809 2.5815
H -3.3305 -2.3002 1.3056
H -4.8668 -1.4069 1.6694
H -3.7520 0.0294 -1.4306
H -4.8896 -1.0864 -0.6226
H -3.2141 -1.6200 -0.9748
F -0.9041 -2.5390 0.0237
C -0.0001 -2.7692 1.1038
F -0.8654 -2.6125 2.1996
H 0.4764 -3.7445 1.1511

Here are the Löwdin charges for atoms 1 to 6, given in e:
1. Ta 1.72
2. C 0.01
3. C -0.21
4. C 0.01
5. C 0.01
6. O -0.36

***

Entry 2:
The following is a DFT calculation (the ωB97M-V functional and the def2-TZVPD basis) of a 3-piece molecular cluster, C13H28NO2 overall.

The value obtained for the LUMO energy is 3.076 eV. The total charge is -1. The value obtained for the molar mass is 230.37 g/mol. Its gap between HOMO and LUMO is 0.176 Ha. As for the strongest force on any atom: 0.01623 Eh/bohr. The calculated total energy is -717.31316 Ha. The multiplicity is 1.

CARTESIAN COORDINATES (ANGSTROEM)
C -4.1522 -1.1826 3.3366
C -4.6889 -0.5104 2.0519
C -3.9113 -0.8733 0.7651
C -3.3062 0.3248 0.0057
C -1.8887 0.0744 -0.5112
C -0.8444 -0.1142 0.5949
C 0.2505 1.0081 0.6124
N -0.1594 2.3102 0.1370
H -4.8560 -1.9226 3.7215
H -3.1991 -1.6768 3.1543
H -4.0009 -0.4518 4.1320
H -5.7370 -0.7920 1.9307
H -4.6667 0.5715 2.1860
H -4.6031 -1.3801 0.0854
H -3.1262 -1.5946 0.9967
H -3.3018 1.2222 0.6298
H -3.9488 0.5593 -0.8514
H -1.5923 0.9396 -1.1087
H -1.9127 -0.7962 -1.1807
H -0.3430 -1.0799 0.4513
H -1.3273 -0.1843 1.5786
H 0.6148 1.0544 1.6541
H 1.0848 0.6289 0.0000
H -0.4782 2.8476 0.9406
C 4.1922 -3.4335 0.4773
C 3.3243 -2.3280 -0.0886
O 2.3607 -1.9087 0.5047
C 3.6973 -1.7753 -1.4421
H 3.8074 -3.7407 1.4475
H 4.1970 -4.2883 -0.2017
H 5.2202 -3.0833 0.5863
H 3.6095 -2.5456 -2.2116
H 4.7220 -1.3990 -1.4484
H 3.0282 -0.9477 -1.6621
C 1.3629 2.5324 -3.1065
C 2.5962 2.1948 -2.3057
O 3.3347 1.2817 -2.6293
C 2.8311 3.0031 -1.0774
H 1.2823 1.8670 -3.9651
H 0.4861 2.4257 -2.4641
H 1.4109 3.5690 -3.4467
H 1.9744 2.8563 -0.3475
H 2.9020 4.0643 -1.3323
H 3.7549 2.6737 -0.5992

Here are the Löwdin charges for atoms 1 to 6, given in e:
1. C -0.11
2. C -0.25
3. C -0.22
4. C -0.23
5. C -0.25
6. C -0.22

***

Entry 3:
The following is a DFT calculation (the ωB97M-V functional and the def2-TZVPD basis) of a 3-piece molecular cluster, C13H28NO9P2 overall in a non-equilibrium geometry.

The value obtained for the LUMO energy is 2.004 eV. The total charge is -1. The value obtained for the molar mass is 404.31 g/mol. Its gap between HOMO and LUMO is 0.226 Ha. As for the strongest force on any atom: 0.12088 Eh/bohr. The calculated total energy is -1926.84479 Ha. The multiplicity is 1.

CARTESIAN COORDINATES (ANGSTROEM)
C -4.7011 -0.3632 -0.7145
C -3.1974 0.2361 -0.8039
P -2.0081 -0.5019 0.4704
C -2.5951 -0.1355 2.2608
N -0.4677 0.3668 0.3411
C 0.2120 0.1551 -0.9778
C 0.8485 -1.3214 -1.0234
O 1.9295 -1.5364 -0.3849
O 0.1880 -2.2611 -1.7986
P 1.4705 1.5571 -1.1652
O 2.4423 1.2843 -2.3150
O 0.5761 3.0004 -1.5109
O 2.2893 1.8671 0.3255
H -5.4614 0.5079 -0.6464
H -4.8705 -1.0254 0.2119
H -4.9597 -0.9138 -1.6901
H -3.3062 1.3723 -0.5879
H -2.7705 0.1243 -1.8728
H -2.3041 -1.0432 2.8811
H -3.6980 0.1499 2.3121
H -1.9794 0.7559 2.6686
H 0.1361 0.1095 1.1378
H -0.5484 0.2251 -1.8464
H -0.2619 2.9253 -0.9816
H 1.6091 2.1189 0.9995
O 2.9505 0.6400 -8.9043
C 3.7335 0.8250 -7.9966
O 3.9427 -0.1330 -7.0803
C 4.9695 -0.0822 -6.0773
C 4.5120 0.7037 -4.8652
C 4.4116 2.1559 -7.8324
H 5.9066 0.2957 -6.4954
H 5.1596 -1.1169 -5.7820
H 4.2948 1.7443 -5.1168
H 5.2769 0.6890 -4.0855
H 3.5899 0.2787 -4.4600
H 3.7338 2.8415 -7.3214
H 4.6448 2.5504 -8.8236
H 5.3556 2.1060 -7.2935
O -3.6196 -1.9544 4.5495
C -3.1454 -1.6697 5.6263
O -1.9133 -1.1348 5.6997
C -1.3317 -0.6035 6.8975
C -0.6915 -1.6998 7.7249
C -3.8833 -1.9900 6.8957
H -2.0627 -0.0207 7.4635
H -0.5597 0.0998 6.5765
H -1.4260 -2.4374 8.0561
H -0.2010 -1.2803 8.6066
H 0.0522 -2.2391 7.1317
H -3.7134 -3.0368 7.1533
H -4.9496 -1.8284 6.7265
H -3.6083 -1.3572 7.7374

Here are the Löwdin charges for atoms 1 to 6, given in e:
1. C -0.19
2. C -0.44
3. P 0.89
4. C -0.31
5. N -0.29
6. C -0.36